This record from the OMol25 dataset describes C60H34F10GeI2N5O3Tc as an isolated structure. The level of theory is wB97M-V/def2-TZVPD.

Cartesian coordinates (Å):
Tc1 0.28 0.44 -1.67
C1 2.75 -1.95 11.72
O1 3.70 -1.69 10.71
C2 3.25 -1.49 9.44
C3 4.22 -1.23 8.48
C4 3.86 -1.01 7.17
C5 2.52 -1.04 6.78
C6 1.56 -1.29 7.75
C7 1.91 -1.52 9.07
C8 2.18 -0.80 5.37
N1 3.06 -0.56 4.42
C9 2.31 -0.40 3.28
C10 0.97 -0.54 3.55
N2 0.90 -0.80 4.90
C11 -0.06 -0.41 2.56
C12 -1.42 -0.53 2.81
C13 -2.29 -0.36 1.76
C14 -1.79 -0.12 0.49
N3 -0.49 -0.04 0.21
C15 0.38 -0.13 1.26
C16 1.78 0.06 0.97
N4 2.08 0.38 -0.30
C17 3.35 0.53 -0.63
C18 4.39 0.41 0.29
C19 4.10 0.10 1.60
C20 2.76 -0.08 1.96
H1 3.31 -2.09 12.64
H2 2.18 -2.87 11.50
H3 2.05 -1.12 11.83
H4 5.26 -1.21 8.78
H5 4.61 -0.81 6.41
H6 0.50 -1.32 7.49
H7 1.13 -1.71 9.80
H8 0.06 -0.96 5.43
H9 -1.79 -0.74 3.81
H10 -3.36 -0.42 1.89
H11 -2.47 0.03 -0.34
H12 3.55 0.75 -1.68
H13 5.41 0.55 -0.04
H14 4.87 0.01 2.35
I1 -1.54 4.41 -3.42
C21 -0.90 4.72 -1.46
C22 -1.02 5.99 -0.90
C23 -0.61 6.24 0.38
I2 -0.83 8.18 1.14
C24 -0.05 5.19 1.16
C25 0.39 5.35 2.49
C26 0.90 4.28 3.17
C27 0.96 3.04 2.52
N5 0.56 2.85 1.29
C28 0.07 3.90 0.59
C29 -0.35 3.62 -0.78
O2 -0.26 2.49 -1.32
H15 -1.45 6.79 -1.49
H16 0.33 6.33 2.96
H17 1.25 4.38 4.19
H18 1.35 2.18 3.05
C30 -1.33 0.28 -2.59
Ge1 -2.74 -0.99 -3.00
C31 -4.40 -0.18 -2.32
C32 -5.20 -0.85 -1.40
C33 -6.33 -0.24 -0.86
C34 -6.68 1.05 -1.24
C35 -5.88 1.73 -2.15
C36 -4.75 1.12 -2.68
C37 -2.78 -1.14 -4.96
C38 -2.87 0.01 -5.73
C39 -2.85 -0.06 -7.12
C40 -2.72 -1.28 -7.75
C41 -2.61 -2.44 -6.99
C42 -2.64 -2.37 -5.61
C43 -2.66 -2.77 -2.19
C44 -1.79 -3.07 -1.14
C45 -1.78 -4.33 -0.55
C46 -2.67 -5.30 -0.98
C47 -3.56 -5.01 -2.00
C48 -3.56 -3.76 -2.59
H19 -1.60 1.25 -3.02
H20 -4.95 -1.86 -1.09
H21 -6.95 -0.78 -0.15
H22 -7.55 1.52 -0.82
H23 -6.13 2.74 -2.44
H24 -4.13 1.68 -3.37
H25 -2.94 0.98 -5.26
H26 -2.91 0.85 -7.70
H27 -2.69 -1.34 -8.83
H28 -2.48 -3.40 -7.48
H29 -2.52 -3.28 -5.03
H30 -1.09 -2.32 -0.80
H31 -1.08 -4.54 0.25
H32 -2.66 -6.28 -0.52
H33 -4.26 -5.77 -2.34
H34 -4.27 -3.55 -3.38
F1 1.45 -2.42 -0.25
C49 1.41 -2.53 -1.60
C50 0.90 -1.50 -2.37
C51 0.82 -1.81 -3.73
F2 0.32 -0.94 -4.62
C52 1.20 -3.03 -4.26
F3 1.09 -3.28 -5.58
C53 1.71 -4.02 -3.44
F4 2.09 -5.21 -3.94
C54 1.81 -3.76 -2.08
F5 2.27 -4.72 -1.25
F6 5.64 4.31 -4.89
C55 4.61 3.55 -4.46
C56 4.09 2.55 -5.28
F7 4.62 2.35 -6.50
C57 3.04 1.77 -4.84
F8 2.58 0.81 -5.67
C58 2.43 1.93 -3.58
O3 1.44 1.18 -3.24
C59 3.00 2.95 -2.78
F9 2.54 3.16 -1.54
C60 4.06 3.73 -3.21
F10 4.56 4.67 -2.40

Output
charge = -1
E_LUMO (spin up / spin down) = 1.556 / 1.557 eV
gap between HOMO and LUMO (spin up / spin down) = 6.2 / 5.8 eV
spin multiplicity = 2



This record from the OMol25 dataset describes C18H31BIrN6O3PS4Sb as an isolated structure. The level of theory is wB97M-V/def2-TZVPD.

Cartesian coordinates (Å):
Ir1 -0.98 0.16 -0.56
C1 -1.36 2.79 2.48
C2 0.00 2.23 2.24
C3 1.16 2.38 3.02
C4 2.15 1.70 2.34
C5 3.59 1.53 2.69
N1 1.58 1.17 1.23
N2 0.27 1.49 1.18
B1 2.25 0.45 0.05
N3 1.87 -1.04 0.03
N4 0.62 -1.46 -0.30
C6 0.65 -2.78 -0.42
C7 -0.53 -3.62 -0.78
C8 1.95 -3.24 -0.15
C9 2.69 -2.11 0.11
C10 4.14 -2.01 0.44
N5 1.85 1.13 -1.27
N6 0.56 1.22 -1.67
C11 0.51 1.99 -2.75
C12 -0.77 2.35 -3.42
C13 1.81 2.39 -3.08
C14 2.63 1.83 -2.12
C15 4.11 1.95 -1.98
H1 -1.29 3.78 2.94
H2 -1.91 2.86 1.54
H3 -1.94 2.14 3.14
H4 1.27 2.92 3.94
H5 3.78 1.98 3.66
H6 3.87 0.48 2.74
H7 4.23 2.01 1.96
H8 3.44 0.53 0.17
H9 -1.39 -2.99 -0.99
H10 -0.32 -4.20 -1.67
H11 -0.79 -4.31 0.02
H12 2.30 -4.26 -0.16
H13 4.56 -3.01 0.52
H14 4.69 -1.47 -0.33
H15 4.31 -1.49 1.39
H16 -1.61 2.09 -2.77
H17 -0.80 3.42 -3.62
H18 -0.88 1.82 -4.36
H19 2.11 3.01 -3.91
H20 4.51 2.52 -2.82
H21 4.38 2.45 -1.06
H22 4.59 0.97 -1.98
S1 -3.42 -4.33 -3.23
Sb1 -3.59 -2.24 -4.10
S2 -1.85 -0.91 -2.76
S3 -0.38 -1.35 -4.01
S4 -5.50 -1.01 -3.80
C16 -1.23 -1.12 2.82
O1 -2.27 -0.25 2.41
P1 -2.67 -0.22 0.82
O2 -3.73 -1.45 0.86
C17 -4.01 -2.32 -0.23
O3 -3.68 1.04 0.89
C18 -4.86 1.01 1.69
H23 -1.65 -2.08 3.14
H24 -0.71 -0.65 3.65
H25 -0.51 -1.29 2.01
H26 -5.03 -2.17 -0.57
H27 -3.88 -3.35 0.11
H28 -3.34 -2.15 -1.07
H29 -5.15 2.05 1.86
H30 -4.67 0.53 2.65
H31 -5.66 0.49 1.17

Output
ΔE to the lowest compared entry with this formula, charge and spin = 1.91 kJ/mol
charge = -1
E_LUMO (spin up / spin down) = 2.306 / 0.912 eV
gap between HOMO and LUMO (spin up / spin down) = 5.6 / 5.9 eV
spin multiplicity = 5



This record from the OMol25 dataset describes a 2-piece molecular cluster, C5H14 overall in a non-equilibrium geometry. The level of theory is wB97M-V/def2-TZVPD.

Cartesian coordinates (Å):
C1 0.07 -2.02 -0.64
C2 -0.31 -1.14 0.61
C3 0.77 -3.21 -0.02
H1 0.68 -1.59 -1.48
H2 -0.84 -2.26 -1.27
H3 -1.25 -0.57 0.50
H4 -0.50 -1.83 1.44
H5 1.71 -2.96 0.45
H6 0.48 -0.45 0.78
H7 1.10 -4.09 -0.66
H8 0.12 -3.62 0.81
C4 -0.09 3.02 0.75
C5 -0.43 3.13 -0.76
H9 -0.94 2.87 1.32
H10 0.74 2.26 0.74
H11 0.32 3.99 1.10
H12 -0.97 2.31 -1.26
H13 0.50 3.23 -1.36
H14 -1.17 4.00 -0.86

Output
ΔE to the lowest compared entry with this formula, charge and spin = 87.20 kJ/mol
charge = -1
E_LUMO (spin up / spin down) = 4.097 / 4.094 eV
gap between HOMO and LUMO (spin up / spin down) = 2.6 / 11.6 eV
spin multiplicity = 2



This record from the OMol25 dataset describes a 6-piece molecular cluster, C38H31FN2O12 overall in a non-equilibrium geometry. The level of theory is wB97M-V/def2-TZVPD.

Cartesian coordinates (Å):
C1 -0.01 -5.68 2.61
C2 0.36 -4.45 3.68
C3 0.96 -3.15 2.84
F1 -0.01 -2.58 1.87
C4 2.39 -3.63 2.19
C5 2.52 -3.92 0.58
O1 1.51 -4.07 -0.30
N1 4.03 -4.02 0.39
C6 4.82 -3.78 1.70
C7 3.75 -2.75 2.46
O2 4.08 -2.30 3.82
C8 4.04 -3.41 4.79
N2 4.10 -4.49 5.52
H1 0.97 -6.33 2.48
H2 -0.32 -5.26 1.54
H3 -0.88 -6.32 3.11
H4 -0.65 -4.17 4.24
H5 1.18 -4.85 4.43
H6 1.22 -2.31 3.64
H7 2.67 -4.67 2.66
H8 4.39 -4.80 -0.21
H9 4.88 -4.82 2.29
H10 5.92 -3.38 1.61
H11 3.85 -1.80 1.75
O3 7.17 -1.06 2.05
C9 6.71 0.07 2.06
C10 7.21 1.10 2.99
C11 6.71 2.33 3.00
C12 5.63 2.73 2.08
O4 5.17 3.86 2.09
C13 5.12 1.71 1.15
C14 5.62 0.47 1.13
H12 8.01 0.79 3.66
H13 7.07 3.10 3.69
H14 4.33 2.01 0.48
H15 5.27 -0.29 0.45
O5 -4.74 0.82 1.17
C15 -3.64 0.89 0.65
C16 -3.25 2.09 -0.13
C17 -2.04 2.17 -0.70
C18 -1.06 1.08 -0.59
O6 0.04 1.16 -1.12
C19 -1.46 -0.11 0.18
C20 -2.66 -0.20 0.76
H16 -3.98 2.88 -0.20
H17 -1.74 3.04 -1.27
H18 -0.72 -0.91 0.25
H19 -2.96 -1.07 1.33
O7 -6.20 -3.95 -4.02
C21 -5.61 -3.75 -2.96
C22 -4.51 -4.64 -2.53
C23 -3.87 -4.43 -1.37
C24 -4.23 -3.30 -0.49
O8 -3.64 -3.11 0.57
C25 -5.33 -2.42 -0.92
C26 -5.97 -2.63 -2.08
H20 -4.26 -5.46 -3.19
H21 -3.06 -5.07 -1.04
H22 -5.58 -1.60 -0.26
H23 -6.78 -1.99 -2.41
O9 4.48 6.21 -1.90
C27 3.31 5.90 -1.75
C28 2.68 5.92 -0.42
C29 1.39 5.58 -0.25
C30 0.56 5.16 -1.40
O10 -0.62 4.85 -1.24
C31 1.19 5.14 -2.73
C32 2.47 5.49 -2.89
H24 3.30 6.22 0.41
H25 0.91 5.58 0.72
H26 0.56 4.84 -3.56
H27 2.95 5.48 -3.86
O11 -5.86 6.18 -4.63
C33 -5.68 5.03 -4.24
C34 -6.81 4.19 -3.80
C35 -6.62 2.94 -3.37
C36 -5.26 2.35 -3.31
O12 -5.09 1.20 -2.92
C37 -4.14 3.19 -3.75
C38 -4.33 4.44 -4.18
H28 -7.80 4.63 -3.85
H29 -7.43 2.30 -3.05
H30 -3.15 2.75 -3.70
H31 -3.51 5.07 -4.50

Output
ΔE to the lowest compared entry with this formula, charge and spin = 588.17 kJ/mol
charge = 0
E_LUMO = -1.976 eV
gap between HOMO and LUMO = 7.9 eV



This record from the OMol25 dataset describes FH14MnO7 as an isolated structure in a non-equilibrium geometry. The level of theory is wB97M-V/def2-TZVPD.

Cartesian coordinates (Å):
Mn1 -2.08 0.01 -1.80
F1 -0.66 0.32 -0.24
O1 1.43 0.33 -2.00
H1 0.91 0.52 -1.26
H2 2.28 0.64 -1.86
O2 1.91 -2.16 -0.90
H3 1.22 -2.83 -1.01
H4 1.55 -1.33 -1.27
O3 0.30 1.78 1.72
H5 -0.23 1.32 1.00
H6 -0.20 1.79 2.53
O4 0.29 -1.26 1.47
H7 0.53 -2.09 1.07
H8 -0.04 -0.63 0.76
O5 -2.87 -1.71 -0.61
H9 -2.33 -1.82 0.18
H10 -3.79 -1.61 -0.49
O6 -1.78 3.00 -0.29
H11 -1.93 2.41 0.42
H12 -0.86 2.78 -0.54
O7 2.49 0.31 0.96
H13 2.08 -0.52 0.77
H14 1.80 0.76 1.39

Output
ΔE to the lowest compared entry with this formula, charge and spin = 502.57 kJ/mol
charge = +1
E_LUMO (spin up / spin down) = -7.969 / -8.021 eV
gap between HOMO and LUMO (spin up / spin down) = 4.9 / 4.9 eV
spin multiplicity = 6



This record from the OMol25 dataset describes C20H17Br2CaN2O7S2 as an isolated structure. The level of theory is wB97M-V/def2-TZVPD.

Cartesian coordinates (Å):
Ca1 0.36 -0.25 -0.05
O1 -1.16 0.49 -3.97
C1 -1.18 0.63 -2.67
O2 -0.29 1.16 -2.03
C2 -2.33 -0.02 -1.97
C3 -3.57 -0.29 -2.53
C4 -4.48 -1.00 -1.75
C5 -4.09 -1.47 -0.50
C6 -2.81 -1.19 -0.05
N1 -1.99 -0.43 -0.76
C7 -2.21 -1.81 1.21
O3 -3.00 -2.30 2.02
O4 -0.93 -1.79 1.25
H1 -0.17 0.50 -4.25
H2 -3.80 0.02 -3.53
H3 -5.47 -1.22 -2.13
H4 -4.74 -2.07 0.12
C8 -2.06 2.50 0.68
C9 -1.11 2.39 1.83
C10 -1.34 3.12 3.01
C11 -0.48 3.01 4.07
C12 0.64 2.16 3.98
C13 1.60 1.98 5.00
Br1 1.43 2.89 6.66
C14 2.67 1.14 4.81
C15 2.83 0.46 3.60
Br2 4.32 -0.68 3.38
C16 1.94 0.58 2.52
O5 2.09 -0.03 1.41
C17 0.81 1.46 2.75
N2 -0.07 1.59 1.72
H5 -2.53 3.49 0.66
H6 -2.85 1.76 0.78
H7 -1.54 2.33 -0.26
H8 -2.20 3.77 3.07
H9 -0.65 3.56 4.98
H10 3.39 1.00 5.60
C18 0.64 -3.42 -2.00
O6 -0.20 -2.52 -1.30
H11 0.14 -4.38 -2.15
H12 1.59 -3.59 -1.48
H13 0.86 -2.97 -2.96
H14 -0.41 -2.84 -0.41
C19 5.08 -1.30 -3.50
O7 3.97 -0.90 -4.30
C20 2.80 -0.57 -3.71
S1 1.66 -0.11 -4.87
S2 2.71 -0.65 -2.03
H15 5.88 -1.49 -4.21
H16 4.86 -2.20 -2.93
H17 5.37 -0.51 -2.80

Output
ΔE to the lowest compared entry with this formula, charge and spin = 35.59 kJ/mol
charge = -1
E_LUMO = 2.221 eV
gap between HOMO and LUMO = 7.1 eV



This record from the OMol25 dataset describes a single C9H11NS molecule in a non-equilibrium geometry. The level of theory is wB97M-V/def2-TZVPD.

Cartesian coordinates (Å):
C1 -0.54 -2.95 1.24
C2 0.00 -1.83 1.86
C3 -0.96 -2.88 -0.11
C4 0.15 -0.64 1.12
C5 -0.86 -1.68 -0.76
C6 -0.23 -0.61 -0.16
C7 1.92 1.65 -0.30
C8 0.64 1.74 -0.49
C9 -0.09 2.91 0.12
N1 -0.07 0.57 -0.99
S1 -0.38 0.78 -2.62
H1 -0.75 -3.80 1.78
H2 0.33 -1.90 2.87
H3 -1.29 -3.76 -0.64
H4 0.71 0.18 1.62
H5 -1.14 -1.63 -1.82
H6 2.48 0.81 -0.72
H7 2.58 2.31 -0.04
H8 0.42 3.43 0.88
H9 -1.10 2.73 0.28
H10 -0.09 3.70 -0.59
H11 -1.73 0.87 -2.53

Output
ΔE to the lowest compared entry with this formula, charge and spin = 0.00 kJ/mol
charge = 0
E_LUMO (spin up / spin down) = 0.632 / -2.173 eV
gap between HOMO and LUMO (spin up / spin down) = 4.8 / 6.4 eV
spin multiplicity = 3



This record from the OMol25 dataset describes C48H36LaN4OS as an isolated structure in a non-equilibrium geometry. The level of theory is wB97M-V/def2-TZVPD.

Cartesian coordinates (Å):
La1 16.83 15.09 7.66
C1 24.37 17.51 8.08
C2 23.97 16.63 9.13
C3 22.65 16.33 9.26
C4 21.63 16.76 8.36
C5 22.07 17.55 7.32
C6 23.38 17.99 7.19
C7 20.21 16.41 8.51
C8 19.85 15.11 8.97
C9 20.77 14.04 8.89
C10 20.11 12.89 9.29
C11 18.80 13.32 9.76
C12 17.82 12.53 10.40
C13 18.26 11.22 10.96
C14 17.38 10.15 10.97
C15 17.57 9.06 11.82
C16 18.88 8.81 12.26
C17 19.90 9.73 11.99
C18 19.58 10.98 11.51
C19 16.43 12.84 10.41
N1 15.83 13.84 9.60
C20 14.47 13.77 9.80
C21 13.39 14.62 9.12
C22 11.95 14.11 9.20
C23 10.83 14.93 9.44
C24 9.53 14.43 9.23
C25 9.34 13.08 9.03
C26 10.46 12.26 8.87
C27 11.74 12.75 8.94
C28 13.72 15.92 8.63
C29 12.74 16.84 8.09
C30 13.42 17.94 7.66
C31 14.84 17.74 7.89
N2 15.01 16.44 8.37
C32 15.89 18.76 7.72
C33 17.28 18.51 7.86
C34 18.33 19.46 7.75
C35 19.53 18.83 8.05
C36 19.23 17.42 8.26
N3 17.88 17.23 8.05
C37 15.42 20.16 7.49
C38 15.33 21.04 8.56
C39 14.93 22.37 8.34
C40 14.44 22.76 7.10
C41 14.59 21.91 6.01
C42 15.15 20.63 6.19
C43 14.12 12.70 10.68
C44 15.33 12.13 11.09
N4 18.65 14.65 9.41
H1 25.38 17.75 7.89
H2 24.72 16.30 9.83
H3 22.31 15.68 10.08
H4 21.45 17.89 6.49
H5 23.65 18.58 6.31
H6 21.81 14.14 8.61
H7 20.43 11.85 9.20
H8 16.46 10.14 10.43
H9 16.74 8.42 12.09
H10 19.14 7.86 12.74
H11 20.90 9.51 12.23
H12 20.36 11.79 11.48
H13 10.97 15.95 9.84
H14 8.67 15.07 9.33
H15 8.38 12.59 9.08
H16 10.28 11.21 8.72
H17 12.60 12.10 8.65
H18 11.68 16.74 8.12
H19 13.02 18.75 6.99
H20 18.09 20.49 7.47
H21 20.53 19.29 7.97
H22 15.56 20.68 9.57
H23 14.87 23.03 9.21
H24 13.92 23.72 6.97
H25 14.29 22.28 5.04
H26 15.31 19.97 5.34
H27 13.15 12.42 11.04
H28 15.40 11.27 11.76
O1 16.93 14.00 5.55
S1 16.09 13.28 4.47
C45 14.53 12.71 5.22
C46 14.83 11.53 6.08
C47 16.19 10.82 5.50
C48 16.76 11.63 4.33
H29 13.86 12.60 4.37
H30 14.12 13.54 5.85
H31 14.05 10.73 6.03
H32 14.87 11.88 7.15
H33 15.88 9.81 5.11
H34 16.92 10.70 6.31
H35 16.43 11.23 3.36
H36 17.82 11.66 4.32

Output
charge = +1
E_LUMO (spin up / spin down) = -3.720 / -3.714 eV
gap between HOMO and LUMO (spin up / spin down) = 5.2 / 5.2 eV



This record from the OMol25 dataset describes a 2-piece molecular cluster, C5H14 overall in a non-equilibrium geometry. The level of theory is wB97M-V/def2-TZVPD.

Cartesian coordinates (Å):
C1 1.38 2.01 -0.67
C2 1.23 1.10 -1.91
C3 0.06 0.16 -1.86
H1 1.84 2.94 -0.88
H2 0.40 2.19 -0.24
H3 1.97 1.51 0.10
H4 2.15 0.56 -2.01
H5 1.15 1.77 -2.76
H6 -0.02 -0.49 -2.73
H7 -0.91 0.68 -1.79
H8 0.03 -0.45 -0.95
C4 -0.43 -1.68 2.05
C5 -1.89 -1.29 1.86
H9 -0.02 -1.42 3.02
H10 -0.28 -2.75 1.98
H11 0.22 -1.17 1.33
H12 -2.46 -2.06 2.37
H13 -2.26 -1.31 0.84
H14 -2.15 -0.31 2.25

Output
ΔE to the lowest compared entry with this formula, charge and spin = 23.23 kJ/mol
charge = 0
E_LUMO = 1.140 eV
gap between HOMO and LUMO = 12.5 eV